Below is a cluster of 3 separate species, C17H35Br2FO11P2 in total at a distorted geometry, with properties calculated with ωB97M-V/def2-TZVPD.

Last columns: bonded neighbours and bond lengths (Å).
CARTESIAN COORDINATES (ANGSTROEM)
1 C 6.1008 0.5031 -1.7521  C2 1.583, H18 1.106, H19 1.107, H20 1.096
2 C 5.3717 -0.5659 -2.6648  C1 1.583, C3 1.579, H21 1.104, H22 1.101
3 C 4.7455 0.0595 -3.9725  C2 1.579, C4 1.572, H23 1.100, H24 1.110
4 C 3.1874 -0.1229 -4.0722  C3 1.572, C5 1.563, H25 1.105, H26 1.108
5 C 2.3614 1.1206 -3.6094  C4 1.563, O6 1.444, C13 1.561, H27 1.112
6 O 0.9408 0.8772 -3.5205  C5 1.444, C7 1.371
7 C 0.4960 -0.2319 -4.1916  O6 1.371, O8 1.170, C9 1.541
8 O 0.3136 -0.1520 -5.3450  C7 1.170
9 C 0.2014 -1.5964 -3.5397  C7 1.541, C10 1.528, H28 1.102, H29 1.106
10 C 0.5011 -1.6840 -2.0438  C9 1.528, O11 1.150, F12 1.374
11 O 1.5360 -1.6615 -1.5418  C10 1.150
12 F -0.5970 -1.8438 -1.2335  C10 1.374
13 C 2.9040 1.8203 -2.3236  C5 1.561, Br14 1.981, C15 1.560, H30 1.105
14 Br 4.1244 3.3214 -2.7482  C13 1.981
15 C 1.8320 2.4352 -1.3722  C13 1.560, C16 1.566, Br17 1.961, H31 1.104
16 C 0.9150 3.5112 -2.0450  C15 1.566, H32 1.100, H33 1.104, H34 1.102
17 Br 0.8184 1.1197 -0.3295  C15 1.961
18 H 7.0179 0.0182 -1.3681  C1 1.106
19 H 5.4782 0.6676 -0.8516  C1 1.107
20 H 6.3113 1.4382 -2.2843  C1 1.096
21 H 4.5837 -1.0367 -2.0511  C2 1.104
22 H 6.1135 -1.3392 -2.9176  C2 1.101
23 H 5.0950 1.0835 -4.1707  C3 1.100
24 H 5.1608 -0.5591 -4.7947  C3 1.110
25 H 2.9943 -0.3519 -5.1356  C4 1.105
26 H 2.9605 -1.0144 -3.4543  C4 1.108
27 H 2.4951 1.8587 -4.4305  C5 1.112
28 H 0.7543 -2.4092 -4.0382  C9 1.102
29 H -0.8819 -1.7812 -3.6631  C9 1.106
30 H 3.4373 1.0611 -1.7234  C13 1.105
31 H 2.4068 3.0047 -0.6204  C15 1.104
32 H 0.6618 4.3226 -1.3474  C16 1.100
33 H 0.0242 2.9732 -2.4146  C16 1.104
34 H 1.3918 3.9676 -2.9280  C16 1.102
35 C -4.5838 1.5349 -1.4174  O36 1.437, H43 1.087, H44 1.094, H45 1.091
36 O -3.8323 2.4031 -0.5536  C35 1.437, P37 1.696
37 P -4.3862 2.5366 1.0433  O36 1.696, O38 1.497, O39 1.627, O41 1.692
38 O -3.5565 3.7244 1.4187  P37 1.497
39 O -3.6936 1.1298 1.4779  P37 1.627, C40 1.423
40 C -2.2874 0.9831 1.3162  O39 1.423, H46 1.089, H47 1.092, H48 1.091
41 O -5.3567 2.4830 2.4286  P37 1.692, C42 1.437
42 C -6.7630 2.6843 2.2141  O41 1.437, H49 1.092, H50 1.093, H51 1.087
43 H -4.0677 1.4721 -2.3726  C35 1.087
44 H -4.6585 0.5325 -0.9850  C35 1.094
45 H -5.5846 1.9394 -1.5779  C35 1.091
46 H -1.7773 1.9425 1.2393  C40 1.089
47 H -2.0902 0.3938 0.4188  C40 1.092
48 H -1.8991 0.4439 2.1811  C40 1.091
49 H -7.1716 1.8912 1.5838  C42 1.092
50 H -6.9432 3.6563 1.7473  C42 1.093
51 H -7.2668 2.6587 3.1774  C42 1.087
52 C -2.1761 -1.3068 5.4987  O53 1.438, H60 1.087, H61 1.094, H62 1.091
53 O -2.2012 -2.7379 5.6386  C52 1.438, P54 1.695
54 P -1.2091 -3.6108 4.5775  O53 1.695, O55 1.497, O56 1.627, O58 1.691
55 O -1.7985 -4.9596 4.8508  P54 1.497
56 O 0.1231 -3.3214 5.4663  P54 1.627, C57 1.423
57 C 0.1464 -3.7455 6.8240  O56 1.423, H63 1.090, H64 1.092, H65 1.090
58 O -0.2357 -4.0413 3.2633  P54 1.691, C59 1.437
59 C -0.5594 -3.4026 2.0174  O58 1.437, H66 1.092, H67 1.093, H68 1.087
60 H -2.7784 -0.8745 6.2939  C52 1.087
61 H -1.1523 -0.9302 5.5809  C52 1.094
62 H -2.5962 -1.0164 4.5341  C52 1.091
63 H -0.5936 -4.5204 7.0240  C57 1.090
64 H -0.0395 -2.8882 7.4736  C57 1.092
65 H 1.1397 -4.1384 7.0385  C57 1.090
66 H -0.4265 -2.3213 2.0978  C59 1.092
67 H -1.5906 -3.6278 1.7319  C59 1.093
68 H 0.1092 -3.7800 1.2474  C59 1.087

Values from the calculation:
LUMO energy ... -1.67 eV
Energy relative to the best compared isomer or geometry (same formula, charge and spin) ... 0.0 kJ/mol
Total energy ... -202096.5065 eV
SMILES string ... CCCC[C@@H](OC(=O)CC(=O)F)[C@@H](Br)[C@@H](C)Br.COP(=O)(OC)OC.COP(=O)(OC)OC